{
  "formula": "C22H35NO2P2S2Sn",
  "method": "ωB97M-V/def2-TZVPD",
  "species": ["P", "P", "C", "C", "H", "H", "H", "H", "C", "H", "H", "H", "C", "H", "H", "H", "C", "H", "H", "H", "C", "H", "H", "H", "Sn", "C", "C", "C", "C", "C", "C", "C", "C", "C", "H", "H", "H", "H", "H", "H", "H", "H", "H", "H", "H", "H", "H", "H", "H", "O", "S", "O", "N", "C", "S", "C", "C", "C", "C", "C", "C", "H", "H", "H", "H"],
  "coordinates": [[0.135075, -1.414605, -4.518163], [0.086295, 1.649014, -4.423721], [-0.221586, -0.546447, -6.146111], [0.313246, 0.885335, -6.124024], [-1.312267, -0.562265, -6.295441], [0.242173, -1.132504, -6.954399], [1.389196, 0.912486, -6.355928], [-0.211059, 1.518098, -6.856685], [-1.519611, 2.460062, -4.800606], [-1.743608, 3.190028, -4.016321], [-2.330441, 1.725467, -4.845765], [-1.436289, 2.973996, -5.765116], [1.161976, 3.090191, -4.687600], [0.894234, 3.590935, -5.620121], [2.205475, 2.772860, -4.731450], [1.039748, 3.783427, -3.853839], [-0.954359, -2.842986, -4.797514], [-0.767958, -3.589273, -4.023741], [-0.754723, -3.278077, -5.778701], [-1.999427, -2.533022, -4.743143], [1.706015, -2.191856, -5.067159], [2.510516, -1.451794, -5.124479], [1.548643, -2.641313, -6.054060], [1.987417, -2.970947, -4.352075], [1.326079, 0.243245, 3.334995], [0.654909, 1.534401, 0.232086], [-0.676855, 1.471983, 0.173212], [-1.464013, 0.681861, -0.808905], [-1.837777, -0.762728, -0.403635], [-0.782270, -1.591037, 0.254158], [0.524453, -1.561977, -0.024832], [1.180817, -0.705538, -1.047484], [1.603446, 0.733975, -0.611606], [0.355318, -1.747815, 3.736773], [1.142695, 2.233344, 0.922693], [-1.281765, 2.036890, 0.888882], [-0.935339, 0.673715, -1.766850], [-2.402144, 1.231846, -0.987638], [-2.693623, -0.713421, 0.283422], [-2.212333, -1.253144, -1.318621], [-1.177189, -2.290700, 1.000077], [1.231581, -2.192520, 0.526720], [0.581745, -0.653384, -1.964470], [2.101354, -1.217741, -1.379287], [2.562578, 0.625897, -0.079664], [1.820230, 1.292016, -1.544467], [0.957791, -2.217405, 4.531093], [0.413132, -2.428664, 2.872958], [-0.685548, -1.697385, 4.072304], [2.409029, 2.414169, 7.548544], [1.932180, 1.248366, 6.848352], [2.852923, 0.172986, 6.550338], [1.189319, 1.602068, 5.381188], [-0.158397, 1.481164, 5.421714], [-0.828917, 1.596232, 3.845960], [-0.630371, 0.789994, 6.618086], [-1.758487, -0.032432, 6.727718], [-1.892999, -0.825305, 7.883947], [-0.910460, -0.840972, 8.895417], [0.299176, -0.169907, 8.678963], [0.414876, 0.628479, 7.547982], [-2.517390, -0.015342, 5.929977], [-2.772674, -1.462693, 8.006717], [-1.064011, -1.423491, 9.817400], [1.160237, -0.285827, 9.341927]],
  "forces_ev_per_a": [[0.1, -0.2, -2.9], [-0.4, 0.4, -2.6], [-0.3, 0.6, 0.4], [0.3, -0.6, 0.3], [0.3, 0.1, 0.0], [-0.2, 0.1, 0.3], [-0.3, -0.1, 0.1], [0.3, -0.1, 0.3], [-0.4, -0.2, 0.9], [-0.1, -0.1, -0.2], [0.1, 0.2, 0.0], [0.1, -0.1, 0.2], [0.6, 0.0, 0.9], [-0.1, -0.1, 0.0], [0.0, 0.1, 0.0], [0.1, 0.1, -0.1], [-0.5, -0.1, 1.0], [-0.1, -0.1, -0.1], [0.1, 0.1, 0.0], [0.0, -0.1, 0.0], [0.5, 0.2, 1.0], [-0.1, -0.2, 0.0], [-0.1, 0.1, 0.3], [0.1, 0.1, -0.2], [-1.5, 1.0, 0.9], [0.1, -0.1, 0.3], [0.0, 0.2, 0.8], [-0.3, 0.0, -0.6], [-0.5, 0.4, -0.1], [0.4, -0.3, 0.1], [0.0, -0.1, 0.7], [0.5, 0.3, -0.8], [0.3, -0.4, -0.5], [0.2, -1.5, 0.5], [-0.3, -0.1, -0.1], [0.3, 0.1, -0.2], [0.0, 0.0, 0.1], [0.2, -0.3, 0.0], [0.1, 0.0, -0.2], [0.0, 0.0, 0.3], [0.4, 0.2, -0.2], [-0.4, 0.0, 0.0], [-0.1, 0.1, 0.3], [-0.2, 0.2, 0.2], [-0.2, 0.3, -0.2], [0.1, -0.1, 0.4], [0.0, 0.4, -0.1], [0.2, 0.7, 0.0], [0.2, 0.7, -0.2], [-0.6, -1.0, -1.0], [0.8, 0.2, 1.2], [-0.7, 0.4, 0.0], [-0.7, 0.2, -0.5], [2.7, -1.2, -0.9], [-0.5, -0.3, -0.4], [-0.1, -0.7, 0.6], [-0.3, 0.5, 0.4], [0.1, 0.1, 0.1], [-0.2, 0.0, -0.5], [0.2, 0.4, -0.2], [-0.3, -0.5, 0.1], [0.3, -0.1, 0.6], [0.3, 0.3, -0.1], [0.1, 0.3, -0.7], [-0.4, 0.0, -0.1]],
  "mulliken_charge": [0.940, 0.850, -1.101, -1.105, 0.482, 0.544, 0.479, 0.540, -1.403, 0.404, 0.359, 0.476, -1.355, 0.428, 0.407, 0.415, -1.320, 0.423, 0.413, 0.393, -1.391, 0.365, 0.457, 0.405, 0.864, -0.790, -0.649, 0.235, -1.019, -0.282, -0.750, 0.839, -0.770, -1.124, 1.004, 0.556, -0.762, 0.606, 0.420, 0.293, 0.558, 0.484, -1.201, 0.682, 0.358, 0.189, 0.455, 0.344, 0.371, -0.574, 1.114, -0.577, -0.595, 0.598, -0.251, 0.502, -0.542, -0.576, -0.445, -0.629, 0.277, 0.457, 0.396, 0.398, 0.430],
  "de_lowest_kcal_mol": 29.9,
  "mol_weight_g_mol": 590.32,
  "homo_lumo_gap_ev": [5.611, 5.624],
  "lumo_ev": [-8.89, -8.85],
  "total_energy_ev": -75026.9154,
  "homo_ev": [-14.50, -14.48],
  "charge": 2,
  "spin_multiplicity": 1
}

***

{
  "formula": "C19H23F3N4O",
  "method": "ωB97M-V/def2-TZVPD",
  "species": ["C", "C", "C", "N", "C", "C", "N", "C", "C", "C", "O", "N", "C", "C", "C", "C", "C", "C", "C", "C", "C", "C", "C", "F", "F", "F", "N", "H", "H", "H", "H", "H", "H", "H", "H", "H", "H", "H", "H", "H", "H", "H", "H", "H", "H", "H", "H", "H", "H", "H"],
  "coordinates": [[3.423019, -1.036919, -4.079254], [2.052487, -0.765034, -3.472644], [1.247887, 0.305056, -4.283507], [1.618516, 1.672539, -3.900989], [1.567460, 1.908929, -2.437116], [2.579913, 1.039002, -1.738279], [2.281787, -0.383801, -2.035757], [1.644205, -1.180669, -1.083408], [1.838607, -2.534558, -1.034392], [1.121872, -3.312450, -0.097055], [1.340849, -4.491429, 0.009299], [0.187569, -2.707975, 0.726714], [-0.627295, -3.533474, 1.621459], [0.125752, -1.312431, 0.714674], [-0.717904, -0.569347, 1.736553], [-0.884285, 0.933415, 1.496697], [-1.778773, 1.482462, 2.579039], [-1.181494, 1.607712, 3.848045], [-1.872863, 2.024375, 4.986952], [-3.230609, 2.296506, 4.892442], [-3.845561, 2.134613, 3.625400], [-3.158128, 1.684450, 2.473189], [-3.919158, 1.543266, 1.139968], [-5.305700, 1.661269, 1.283619], [-3.534741, 2.489368, 0.254512], [-3.707907, 0.302155, 0.590247], [0.786451, -0.567288, -0.155639], [3.900412, -1.920950, -3.596295], [3.266543, -1.243717, -5.133793], [4.089530, -0.187690, -4.029104], [1.519136, -1.739906, -3.550282], [0.186060, 0.201985, -4.068645], [1.375880, 0.145166, -5.368752], [2.567277, 1.869296, -4.282081], [1.712870, 2.956093, -2.252875], [0.581256, 1.623239, -2.043956], [2.565409, 1.248999, -0.679640], [3.584888, 1.299875, -2.084068], [2.549575, -3.011712, -1.682559], [-0.684001, -4.576287, 1.319697], [-1.684121, -3.228019, 1.615870], [-0.254095, -3.475377, 2.644837], [-1.722440, -1.000516, 1.795780], [-0.222382, -0.728451, 2.720422], [0.060290, 1.457657, 1.407949], [-1.307128, 1.059768, 0.483779], [-0.100174, 1.394967, 3.904436], [-1.349976, 2.207157, 5.912984], [-3.786665, 2.633299, 5.758958], [-4.900100, 2.325378, 3.546568]],
  "forces_ev_per_a": [[-0.1, -0.7, -0.2], [0.7, -0.2, -0.1], [0.4, 0.0, 1.1], [0.5, 0.2, -0.6], [-0.1, -0.8, -1.0], [-0.4, -0.4, -0.4], [-0.9, -0.1, 0.2], [-0.5, -0.1, 0.6], [-0.3, 2.0, -0.4], [0.6, -0.6, -0.4], [-0.1, -2.1, 0.4], [-0.7, 2.1, 0.2], [-0.7, 0.2, 0.3], [0.6, 0.4, -1.2], [0.5, -0.5, 0.3], [-0.6, -0.2, -1.3], [0.4, -0.5, 0.6], [0.3, 0.3, -0.1], [0.0, 0.1, -0.6], [0.0, -0.3, -1.6], [0.3, -0.3, 0.4], [-0.6, 0.8, 0.7], [-0.7, -0.3, 0.6], [2.1, -0.1, -0.1], [-0.3, -0.8, 0.3], [-0.2, 1.2, 0.2], [0.0, -0.8, 0.6], [-0.3, 0.7, -0.3], [0.2, -0.3, -0.3], [0.2, 0.3, 0.2], [0.1, 0.8, 0.6], [-0.2, -0.1, 0.1], [0.1, 0.1, 0.5], [-0.9, 0.0, 0.6], [0.2, 0.6, 0.1], [0.1, 0.2, -0.3], [-0.1, -0.4, 0.4], [0.1, -0.2, -0.1], [0.1, -0.3, 0.0], [0.7, 0.1, -0.3], [0.4, 0.4, 0.0], [0.0, -0.1, 0.0], [0.2, -0.1, 0.1], [-0.4, 0.0, -0.4], [0.3, 0.0, 0.5], [-0.1, 0.0, 0.5], [-0.6, 0.2, 0.1], [0.1, -0.2, 0.1], [-0.1, 0.0, -0.2], [-0.3, 0.1, -0.1]],
  "mulliken_charge": [-1.379, 0.169, -0.989, -0.370, -0.656, -0.727, 0.342, 0.062, -0.323, 0.149, -0.692, 0.000, -1.043, 0.097, -0.590, -0.880, 0.529, -0.521, -0.604, -0.588, -0.598, -0.071, 0.838, -0.289, -0.237, -0.242, -0.147, 0.320, 0.435, 0.290, 0.411, 0.297, 0.409, 0.306, 0.335, 0.273, 0.494, 0.319, 0.512, 0.365, 0.359, 0.320, 0.440, 0.237, 0.592, 0.391, 0.396, 0.390, 0.400, 0.470],
  "de_lowest_kcal_mol": 21.2,
  "mol_weight_g_mol": 380.41,
  "homo_lumo_gap_ev": 8.557,
  "lumo_ev": 0.60,
  "total_energy_ev": -36237.1653,
  "homo_ev": -7.95,
  "smiles": "C[C@@H]1CNCCN1c1cc(=O)n(C)c(CCc2ccccc2C(F)(F)F)n1",
  "spin_multiplicity": 1
}

***

{
  "formula": "CH5FN4",
  "method": "ωB97M-V/def2-TZVPD",
  "species": ["C", "N", "N", "N", "N", "F", "H", "H", "H", "H", "H"],
  "coordinates": [[-0.323612, 0.420401, -0.158140], [-2.302356, -0.136308, -0.179613], [-0.268035, 1.671126, -0.034870], [0.711169, -1.645800, -0.048492], [0.661982, -0.357256, -0.258901], [2.244945, 0.777648, -0.168964], [-2.394964, -0.883920, 0.419894], [-1.052070, 2.261681, -0.063313], [0.622943, 2.022996, 0.225111], [1.217758, -2.141314, -0.671396], [0.882239, -1.989258, 0.938681]],
  "forces_ev_per_a": [[-2.4, -2.1, 0.1], [1.8, 3.5, -2.4], [0.6, 1.6, 0.4], [-0.4, 1.2, 4.2], [-0.5, -0.8, -0.5], [-1.0, -0.9, 0.3], [0.3, -2.7, 2.1], [-1.2, 0.3, 0.0], [1.2, 0.6, -0.1], [2.0, -1.7, -2.7], [-0.4, 0.9, -1.4]],
  "mulliken_charge": [0.380, -0.423, -0.282, -0.325, 0.122, -0.618, 0.145, 0.235, 0.263, 0.231, 0.270],
  "de_lowest_kcal_mol": 128.1,
  "mol_weight_g_mol": 92.08,
  "homo_lumo_gap_ev": [6.899, 6.415],
  "lumo_ev": [-1.72, -1.96],
  "total_energy_ev": -9787.6557,
  "homo_ev": [-8.62, -8.37],
  "spin_multiplicity": 1
}